# 1
{
  "formula": "C3H12N2O2",
  "method": "ωB97M-V/def2-TZVPD",
  "species": ["N", "C", "C", "N", "C", "O", "H", "H", "H", "H", "H", "H", "H", "H", "H", "H", "O", "H", "H"],
  "xyz": [[0.86198, -2.24460, -0.34418], [0.10307, -1.71314, 0.78564], [-0.55757, -0.36412, 0.50559], [-1.67093, -0.13408, 1.45447], [0.51866, 0.69408, 0.81425], [0.34402, 2.05685, 0.44885], [1.73198, -1.78120, -0.55440], [1.06231, -3.20136, -0.10829], [0.67199, -1.66027, 1.72021], [-0.70007, -2.42474, 0.98749], [-0.82938, -0.27483, -0.54920], [-1.87398, 0.86633, 1.35710], [-2.52066, -0.60986, 1.16288], [0.73451, 0.70314, 1.88206], [1.41363, 0.29701, 0.30255], [-0.03401, 1.99078, -0.43168], [0.28186, 1.35129, -2.89108], [-0.27437, 1.42272, -3.65770], [1.03020, 1.86068, -3.16231]],
  "nbo_charge": [-0.8397, -0.2183, -0.0950, -0.8345, -0.0653, -0.7168, 0.3560, 0.3564, 0.1715, 0.1933, 0.1819, 0.3589, 0.3528, 0.1832, 0.1420, 0.4710, -0.9361, 0.4696, 0.4690],
  "orbital_gap_ev": 9.82,
  "lumo_ev": 0.56,
  "charge": 0,
  "smiles": "NC[C@@H](N)CO.O",
  "molar_mass_g_mol": 108.1
}


# 2
{
  "formula": "CH5ClNOPS",
  "method": "ωB97M-V/def2-TZVPD",
  "species": ["C", "N", "O", "P", "S", "Cl", "H", "H", "H", "H", "H"],
  "xyz": [[-0.95017, -0.59435, -1.22265], [-0.17681, -0.80227, -0.02495], [-0.38251, 1.87744, 1.56710], [1.20624, -0.10159, 0.44818], [2.64497, 0.33192, -0.71666], [1.60514, -1.23572, 2.05258], [-0.35019, 0.11019, -1.81127], [-1.33441, -1.45730, -1.56453], [-1.82215, 0.14225, -1.04170], [-0.80064, -0.86941, 0.67409], [0.36054, 2.59884, 1.63981]],
  "nbo_charge": [-0.4174, -0.9319, -0.9890, 1.3734, -0.3470, -0.1857, 0.2274, 0.2096, 0.2134, 0.4129, 0.4344],
  "orbital_gap_ev": [7.18, 7.15],
  "lumo_ev": [-1.90, -1.90],
  "charge": 0,
  "molar_mass_g_mol": 145.6
}


# 3
{
  "formula": "C16H21NS4",
  "method": "ωB97M-V/def2-TZVPD",
  "species": ["C", "C", "C", "N", "C", "S", "S", "C", "C", "H", "H", "H", "H", "H", "H", "H", "H", "H", "H", "C", "C", "C", "C", "C", "S", "C", "C", "C", "S", "C", "C", "H", "H", "H", "H", "H", "H", "H", "H", "H", "H", "H"],
  "xyz": [[4.66977, 0.06187, 1.17171], [3.50767, 0.82080, 1.80133], [2.17540, 0.18224, 1.45861], [2.01942, 0.02222, 0.01303], [0.76581, -0.06711, -0.46534], [-0.49171, 0.05439, 0.70207], [0.35337, -0.18546, -2.11860], [3.11056, -0.64011, -0.73038], [4.48069, -0.11602, -0.33017], [5.59346, 0.61454, 1.35888], [4.76604, -0.91683, 1.66071], [3.59359, 0.82352, 2.89487], [3.51794, 1.86542, 1.46206], [2.11705, -0.80213, 1.96036], [1.35606, 0.81545, 1.82913], [3.07634, -1.72851, -0.53168], [2.91468, -0.49101, -1.80136], [4.65608, 0.84570, -0.82464], [5.21989, -0.82590, -0.70969], [-4.04850, 3.64405, -0.70637], [-3.47753, 3.05118, -1.84096], [-2.69580, 1.88747, -1.70104], [-2.58592, 1.30622, -0.44654], [-1.94511, -0.08259, -0.21223], [-2.94419, -1.10846, 0.93663], [-1.77823, -2.50043, 1.06407], [-1.81036, -3.36770, -0.16421], [-1.22488, -2.72004, -1.40258], [-1.70312, -0.98389, -1.78210], [-3.00959, 1.97769, 0.70103], [-3.80691, 3.11418, 0.57235], [-4.69187, 4.52484, -0.79975], [-3.64965, 3.48008, -2.83527], [-2.18730, 1.46365, -2.57040], [-0.75429, -2.22397, 1.36267], [-2.25609, -3.01354, 1.91148], [-1.22583, -4.26721, 0.04799], [-2.84169, -3.68071, -0.36185], [-0.13022, -2.78336, -1.44367], [-1.64552, -3.21022, -2.29278], [-2.75321, 1.59808, 1.69166], [-4.23630, 3.56159, 1.47097]],
  "nbo_charge": [-0.3966, -0.4024, -0.2231, -0.4441, -0.1558, 0.3330, -0.1136, -0.2214, -0.4079, 0.2135, 0.1945, 0.2139, 0.2053, 0.1763, 0.2251, 0.1744, 0.2423, 0.2037, 0.2149, -0.2126, -0.2227, -0.1451, -0.0821, -0.5098, 0.2687, -0.5420, -0.4362, -0.5177, 0.3300, -0.2038, -0.2084, 0.2152, 0.2183, 0.2257, 0.2339, 0.2323, 0.2115, 0.2179, 0.2073, 0.2416, 0.2292, 0.2168],
  "orbital_gap_ev": 5.50,
  "lumo_ev": 0.51,
  "charge": 0,
  "molar_mass_g_mol": 355.6
}


# 4
{
  "formula": "C9H14",
  "method": "ωB97M-V/def2-TZVPD",
  "species": ["C", "C", "C", "C", "C", "C", "C", "H", "H", "H", "H", "H", "H", "H", "H", "C", "C", "H", "H", "H", "H", "H", "H"],
  "xyz": [[-1.32812, -1.56830, -1.58720], [-1.32497, -0.17481, -0.94929], [-0.83773, 0.01336, 0.33353], [-0.97547, 1.27298, 0.93658], [-1.45127, 2.33290, 0.14908], [-1.82072, 2.16312, -1.18362], [-1.74706, 0.88812, -1.71765], [-0.71186, -2.23915, -0.99143], [-0.84493, -1.49550, -2.56294], [-2.34975, -1.91834, -1.71313], [-0.42805, -0.75674, 0.97739], [-0.64125, 1.45755, 1.94697], [-1.33699, 3.27534, 0.67297], [-2.38610, 2.98125, -1.60687], [-2.15679, 0.72554, -2.70612], [2.62598, -1.49612, 0.76845], [2.50674, -0.24791, 1.65828], [2.68014, -2.37934, 1.39905], [1.74447, -1.55336, 0.12693], [3.48263, -1.38282, 0.10948], [2.04624, -0.47871, 2.63186], [1.76224, 0.48146, 1.34075], [3.49263, 0.09945, 1.96694]],
  "nbo_charge": [-0.6270, -0.0043, -0.2280, -0.2001, -0.2245, -0.2082, -0.2180, 0.2135, 0.2154, 0.2201, 0.2130, 0.2108, 0.2099, 0.2172, 0.2097, -0.6124, -0.6256, 0.2066, 0.2020, 0.2066, 0.1963, 0.2176, 0.2095],
  "orbital_gap_ev": 10.10,
  "lumo_ev": 1.06,
  "charge": 0,
  "smiles": "Cc1ccccc1.CC",
  "molar_mass_g_mol": 122.2
}


# 5
{
  "formula": "C24H19N4O2Pd",
  "method": "ωB97M-V/def2-TZVPD",
  "species": ["Pd", "O", "C", "O", "C", "C", "C", "N", "C", "C", "C", "C", "C", "C", "C", "N", "C", "C", "C", "C", "C", "N", "H", "H", "H", "H", "H", "H", "H", "H", "H", "H", "C", "C", "C", "C", "C", "C", "C", "C", "N", "H", "H", "H", "H", "H", "H", "H", "H", "H"],
  "xyz": [[0.01094, -0.16000, -0.26944], [-1.12827, -4.75573, 4.76889], [0.00455, -4.43212, 4.37194], [1.13682, -4.75857, 4.76820], [0.00522, -3.51782, 3.11570], [-1.18935, -3.09000, 2.55425], [-1.15175, -2.32000, 1.40075], [0.00812, -2.02464, 0.81274], [1.16697, -2.32276, 1.40169], [1.20132, -3.09287, 2.55509], [2.36067, -1.71437, 0.75612], [3.65193, -2.10836, 1.09785], [4.72671, -1.52881, 0.45010], [4.49137, -0.58379, -0.53495], [3.18228, -0.23645, -0.81412], [2.14276, -0.76820, -0.17630], [-2.34385, -1.70830, 0.75453], [-3.63640, -2.09847, 1.09602], [-4.70933, -1.51543, 0.44835], [-4.47088, -0.57064, -0.53619], [-3.16083, -0.22708, -0.81523], [-2.12304, -0.76262, -0.17755], [-2.09779, -3.37066, 3.06880], [2.10847, -3.37611, 3.07061], [3.80322, -2.86449, 1.85357], [5.73654, -1.81725, 0.71186], [5.29979, -0.11252, -1.07619], [2.94274, 0.51529, -1.55681], [-3.78977, -2.85429, 1.85163], [-5.72016, -1.80058, 0.70973], [-5.27747, -0.09627, -1.07752], [-2.91839, 0.52454, -1.55721], [-0.00981, 4.41136, 0.59672], [-0.01691, 4.07412, -0.86272], [-0.03540, 5.05241, -1.82846], [-0.04226, 4.76103, -3.19414], [-0.02913, 3.42131, -3.55588], [-0.01038, 2.38447, -2.63470], [0.00433, 0.96888, -3.14270], [-0.00394, 2.67678, -1.22646], [0.01285, 1.80005, -0.23502], [-0.02129, 5.49316, 0.74441], [0.86975, 3.99491, 1.09751], [-0.87176, 3.97469, 1.11073], [-0.04483, 6.08903, -1.50024], [-0.05687, 5.54579, -3.93860], [-0.03326, 3.15477, -4.61006], [-0.00306, 0.96063, -4.23427], [-0.85649, 0.38118, -2.80052], [0.88532, 0.40479, -2.81252]],
  "nbo_charge": [0.7414, -0.7440, 0.7354, -0.7440, -0.0478, -0.2016, 0.1507, -0.4549, 0.1504, -0.2015, 0.1942, -0.2255, -0.1605, -0.2620, 0.0753, -0.4528, 0.1941, -0.2256, -0.1605, -0.2619, 0.0751, -0.4528, 0.2494, 0.2495, 0.2304, 0.2159, 0.2208, 0.2157, 0.2303, 0.2159, 0.2209, 0.2162, -0.6187, -0.1275, -0.1886, -0.3591, -0.1834, -0.1746, -0.6173, 0.2054, -0.6752, 0.1898, 0.2100, 0.2100, 0.1842, 0.1905, 0.1811, 0.2025, 0.1922, 0.1921],
  "orbital_gap_ev": [5.14, 4.94],
  "lumo_ev": [1.87, 1.87],
  "charge": -1,
  "molar_mass_g_mol": 501.9
}